# 1
54
Properties=species:S:1:pos:R:3:forces:R:3:mulliken_charge:R:1 method="wB97M-V/def2-TZVPD" e_above_lowest_kcal_mol=20.7 smiles="CC(C)(C)C(=O)Nc1ccccc1N1CCN(C(=O)c2ccc(Cl)cc2)CC1"
C -0.327323 -2.643262 -3.791456 0.0 0.1 0.1 -1.82
H -1.382472 -2.670432 -4.059670 -0.1 0.0 -0.1 0.34
H 0.261872 -2.767256 -4.697594 0.0 0.0 -0.1 0.46
H -0.121546 -3.478178 -3.125714 0.0 -0.1 0.0 0.41
C 0.033164 -1.318830 -3.104726 0.2 -0.1 0.0 2.03
C -0.226804 -0.144593 -4.051920 0.0 -0.1 0.2 -1.82
H -1.197499 -0.213509 -4.540727 -0.1 0.0 -0.1 0.47
H 0.529107 -0.145942 -4.834726 0.0 0.0 -0.1 0.47
H -0.163434 0.804554 -3.523657 0.0 0.1 0.0 0.27
C 1.511766 -1.330215 -2.706052 -0.2 -0.1 0.1 -1.69
H 1.805619 -0.362938 -2.302395 0.1 0.1 0.1 0.33
H 1.683132 -2.086222 -1.944088 0.1 0.0 0.0 0.36
H 2.136108 -1.549746 -3.568688 0.0 0.0 -0.1 0.48
C -0.801103 -1.260704 -1.817402 0.2 0.0 -0.4 -0.11
O -0.415829 -1.742678 -0.773338 0.0 -0.1 0.2 -0.67
N -2.010471 -0.646427 -1.938201 -0.3 0.1 -0.1 0.24
C -2.962303 -0.622825 -0.891256 0.0 -0.1 0.3 0.17
C -4.222269 -1.153397 -1.142009 -0.1 0.0 0.1 -0.49
C -5.164647 -1.261145 -0.139320 -0.1 0.0 -0.1 -0.71
C -4.838017 -0.846140 1.142205 0.0 -0.1 0.0 -0.76
C -3.607547 -0.277373 1.390650 0.0 -0.1 -0.1 -0.43
C -2.650294 -0.119988 0.382383 -0.4 -0.1 -0.2 0.30
N -1.495791 0.593278 0.686697 0.2 0.1 0.0 0.25
C -0.807769 1.371787 -0.315001 0.0 0.5 0.1 0.02
C -0.141951 2.562969 0.382615 0.0 0.1 -0.5 -1.62
N 0.774917 2.073782 1.391238 -0.1 0.2 0.0 0.13
C 2.085992 1.949558 1.065655 0.1 0.1 0.2 0.40
O 2.544492 2.367825 0.017676 0.2 -0.1 -0.2 -0.65
C 2.969602 1.328002 2.103265 0.3 0.0 0.0 0.17
C 3.157844 1.936462 3.339798 0.0 -0.1 -0.2 0.09
C 4.036697 1.394605 4.259572 0.1 -0.1 0.0 -0.71
C 4.726437 0.235420 3.938824 -0.2 0.1 -0.2 0.35
C 4.556089 -0.377661 2.707843 0.0 0.0 0.1 -0.78
C 3.683398 0.177989 1.789917 -0.1 0.1 0.0 -0.42
H 3.550829 -0.282227 0.822632 0.0 0.0 -0.1 0.52
H 5.104990 -1.275130 2.470122 0.1 -0.1 0.0 0.42
Cl 5.818516 -0.449812 5.090401 0.1 -0.1 0.1 -0.21
H 4.189249 1.866261 5.217646 0.0 0.0 0.1 0.42
H 2.622256 2.843588 3.578224 -0.1 0.1 0.0 0.45
C 0.102963 1.280065 2.394950 -0.2 -0.5 0.2 -0.97
H -0.633845 1.917566 2.895181 0.0 -0.1 0.0 0.28
C -0.605969 0.100841 1.717639 0.2 0.1 0.3 -0.55
H 0.149478 -0.566394 1.276996 0.0 0.0 0.1 0.05
H -1.178113 -0.467375 2.450096 0.0 0.0 0.0 0.66
H 0.818299 0.911817 3.129729 -0.1 0.0 0.0 0.53
H -0.895995 3.187568 0.869320 0.0 0.0 0.0 0.38
H 0.427359 3.154848 -0.335279 -0.1 0.0 0.1 0.56
H -0.016661 0.802534 -0.824705 0.0 0.1 0.0 -0.03
H -1.528722 1.729486 -1.051407 0.1 0.0 0.0 0.49
H -3.377077 0.087972 2.380295 0.0 0.1 0.1 0.49
H -5.555645 -0.944617 1.942843 -0.1 0.0 0.1 0.39
H -6.135859 -1.681032 -0.350617 -0.1 0.0 0.0 0.38
H -4.447030 -1.511143 -2.137869 0.0 -0.1 -0.1 0.40
H -2.368191 -0.481586 -2.866597 0.2 0.1 0.1 0.27



# 2
71
Properties=species:S:1:pos:R:3:forces:R:3:mulliken_charge:R:1 method="wB97M-V/def2-TZVPD" total_charge=+1
C 2.694491 -3.457162 3.368688 -0.2 0.1 0.0 -1.01
C 2.469537 -2.101708 3.994429 -0.8 0.1 1.1 0.89
O 1.800474 -1.999567 5.011259 0.7 0.1 -0.8 -0.58
O 2.995587 -0.973103 3.439063 -0.5 -0.9 0.0 -0.40
C 2.680423 -0.764177 2.048219 0.4 0.6 -0.4 -0.25
C 1.966060 0.591016 1.882574 0.0 -0.4 0.0 -0.79
C 0.660471 0.496889 1.080774 0.0 -0.3 0.3 -0.35
C -0.561971 0.325392 2.006130 0.1 0.2 -0.8 -0.71
C -0.331092 -0.904572 2.871422 0.1 0.7 -0.2 -0.48
N -1.448552 -1.296085 3.749790 0.7 0.1 -0.5 0.38
C -1.333177 -1.129629 5.046155 0.1 0.1 0.4 -0.37
N -2.438380 -1.570169 5.619367 -0.4 0.0 0.8 -0.03
C -3.287428 -2.037631 4.661769 -0.9 -0.4 0.5 -0.57
C -2.676852 -1.883378 3.493077 1.0 0.2 -1.3 -0.20
C -3.208090 -2.294190 2.148784 -0.2 0.1 0.4 1.08
F -4.448643 -2.746086 2.376031 -0.4 -0.2 0.0 -0.32
F -3.327667 -1.213259 1.358837 0.3 0.1 -0.4 -0.25
C -2.413482 -3.469416 1.449785 -0.6 -0.1 0.0 0.48
F -1.436503 -3.865606 2.281603 0.5 0.3 0.1 -0.24
F -3.237441 -4.507598 1.307026 -0.4 -0.3 -0.1 -0.32
C -1.877171 -3.144441 0.045130 1.2 -0.9 0.2 0.44
F -2.851522 -2.714652 -0.730002 -0.6 0.5 -0.3 -0.26
F -0.915458 -2.208890 0.188605 0.0 0.4 -0.1 -0.15
C -1.218846 -4.377540 -0.675732 0.4 0.8 -0.5 0.55
F -2.163563 -5.153689 -1.158583 -0.1 -0.5 0.2 -0.24
F -0.475009 -3.941499 -1.703523 -0.2 0.1 0.2 -0.21
F -0.392905 -5.018787 0.132410 -0.2 -0.4 0.4 -0.20
H 2.003218 -4.146468 3.837520 -0.1 -0.1 0.1 0.35
H 2.507079 -3.471702 2.297982 0.2 0.1 -0.1 0.30
H 3.698441 -3.821635 3.567875 0.2 0.2 -0.1 0.35
H 3.611076 -0.756562 1.487176 0.1 -0.1 0.0 0.48
H 2.073151 -1.564314 1.632630 0.0 -0.2 0.2 -0.04
H 2.662109 1.287560 1.428446 0.0 0.2 0.0 0.20
H 1.737611 0.943742 2.888971 0.2 0.3 0.0 0.42
H 0.682725 -0.373022 0.420773 0.1 0.0 -0.2 0.16
H 0.536104 1.359332 0.435330 -0.1 0.2 0.1 0.46
H -0.673528 1.231078 2.601331 0.0 -0.1 0.3 0.49
H -1.438541 0.259391 1.365843 -0.2 -0.2 0.1 0.35
H 0.482284 -0.666875 3.545869 0.0 -0.1 0.2 0.16
H 0.026210 -1.741761 2.285459 -0.4 -0.3 -0.1 0.14
H -0.474488 -0.726323 5.551289 0.2 0.0 0.0 0.54
H -2.615372 -1.554531 6.612063 0.0 0.0 0.0 0.24
H -4.261422 -2.453479 4.819496 -0.1 0.0 0.4 0.52
C -1.060519 -1.502125 -3.301534 0.4 0.4 -0.6 -0.56
C -1.964258 -0.310368 -3.532098 -0.2 -0.4 0.3 -0.44
O -1.294216 0.701753 -4.296243 0.0 0.3 0.0 -0.31
C -1.268596 0.549746 -5.616649 -0.3 -0.3 0.3 0.30
O -1.756767 -0.342238 -6.239882 0.1 0.1 -0.1 -0.51
C -0.527487 1.744972 -6.229620 0.3 0.4 -0.3 0.95
F 0.585419 2.006132 -5.531332 0.1 0.0 0.0 -0.24
F -1.297327 2.841715 -6.202501 -0.1 -0.1 0.1 -0.25
F -0.184758 1.522310 -7.490664 -0.1 -0.2 0.0 -0.25
H -0.118801 -1.187160 -2.847266 -0.1 0.0 0.1 0.34
H -1.539626 -2.213179 -2.659202 -0.3 -0.2 0.2 -0.14
H -0.817214 -1.996083 -4.242209 -0.1 0.0 0.0 0.44
H -2.215679 0.159375 -2.581526 0.1 0.2 -0.1 0.29
H -2.900087 -0.598319 -4.010657 0.1 0.0 -0.2 0.36
C 1.632022 5.519713 -4.527840 0.2 -0.3 0.1 -1.07
C 1.445918 6.377394 -3.295767 -0.2 0.3 -0.6 -0.24
O 1.631622 5.598540 -2.094741 0.0 0.0 0.3 -0.33
C 2.882419 5.399579 -1.706167 -0.3 0.3 -0.5 0.31
O 3.868760 5.799728 -2.245356 0.2 -0.1 0.2 -0.50
C 2.889753 4.589865 -0.399774 0.1 -0.2 0.3 0.94
F 2.031511 3.554313 -0.452302 0.0 0.0 -0.1 -0.24
F 2.527307 5.359541 0.633499 -0.1 0.1 -0.1 -0.26
F 4.095923 4.098648 -0.142114 0.1 0.0 -0.1 -0.26
H 0.975873 4.649542 -4.483262 -0.1 0.1 -0.1 0.23
H 1.406152 6.088346 -5.428853 0.0 0.0 0.0 0.40
H 2.654840 5.150460 -4.600532 0.0 0.1 0.0 0.33
H 0.426253 6.753582 -3.248318 0.0 -0.1 0.2 0.34
H 2.111613 7.239323 -3.298231 0.2 -0.1 0.2 0.34



# 3
60
Properties=species:S:1:pos:R:3:forces:R:3:mulliken_charge:R:1 method="wB97M-V/def2-TZVPD" e_above_lowest_kcal_mol=14.0 total_charge=-2
Zr 0.539218 -0.462145 0.035889 0.6 0.4 -0.1 0.47
Se 3.123494 0.674296 0.497471 0.1 -0.4 -0.4 -0.08
Se 4.314824 0.621607 2.442736 0.1 0.0 0.3 -0.67
Te 2.116544 4.078878 -1.362608 0.1 0.0 -0.1 -0.63
Se 1.475980 2.329121 0.365989 -0.5 0.3 0.1 -0.29
C 0.124042 -1.491531 3.640013 0.0 0.0 0.0 -1.37
Si -0.161917 0.116880 2.657791 0.0 0.0 0.1 1.14
C 0.671467 1.464067 3.696101 0.0 0.1 0.0 -1.13
C -2.020371 0.514693 2.872807 0.0 0.0 0.0 0.40
C -2.610899 0.616748 4.138729 0.0 0.0 0.0 -0.52
C -3.944910 0.957045 4.291263 0.0 0.0 0.0 -0.64
C -4.723205 1.211474 3.165627 0.0 0.0 0.0 -0.66
C -4.153235 1.113635 1.906872 0.0 0.0 0.0 -0.40
C -2.807548 0.764563 1.738983 0.0 0.0 0.0 0.26
Si -1.999956 0.591826 0.023738 0.0 0.1 -0.1 1.17
C -2.210139 2.287566 -0.816597 0.0 0.0 0.0 -1.21
C -3.211909 -0.533189 -0.940078 0.0 0.0 0.0 -1.35
H -0.200322 -1.381096 4.681086 0.0 0.0 0.0 0.39
H 1.187229 -1.747945 3.645045 0.0 0.0 0.0 0.27
H -0.428274 -2.319617 3.190754 0.0 0.0 0.0 0.31
H 0.347973 1.379378 4.740472 0.0 0.0 0.0 0.36
H 0.401553 2.460261 3.338244 0.0 0.0 0.0 0.29
H 1.759999 1.379139 3.662431 0.0 0.0 0.0 0.23
H -2.010615 0.426566 5.024442 0.0 0.0 0.0 0.21
H -4.382294 1.028168 5.282020 0.0 0.0 0.0 0.36
H -5.768277 1.482726 3.275819 0.0 0.0 0.0 0.35
H -4.768819 1.310393 1.032721 0.0 0.0 0.0 0.23
H -3.255123 2.618620 -0.811282 0.0 0.0 0.0 0.37
H -1.877868 2.240531 -1.858109 0.0 0.0 0.0 0.25
H -1.607914 3.054278 -0.323773 0.0 0.0 0.0 0.27
H -4.244242 -0.177535 -0.850643 0.0 0.0 0.0 0.50
H -3.172227 -1.559858 -0.565780 0.0 0.0 0.0 0.25
H -2.964518 -0.545602 -2.005961 0.0 0.0 0.0 0.27
O -1.831320 -3.881400 0.296738 0.1 -0.1 0.0 -0.73
C -0.794438 -3.381612 -0.098351 0.0 0.0 0.1 0.41
O -0.362798 -2.227096 0.333335 -0.3 -0.1 -0.1 -0.53
C 0.052613 -4.064593 -1.142657 0.0 0.0 0.0 0.04
C -0.491973 -5.252612 -1.646574 0.0 0.0 0.0 -0.77
C 0.150356 -6.008186 -2.603433 0.0 0.0 0.0 -0.56
C 1.388863 -5.571256 -3.074728 0.0 0.0 0.0 -0.49
C 1.942131 -4.408025 -2.590498 0.0 0.0 0.0 -0.90
C 1.303240 -3.609506 -1.618480 -0.1 0.1 0.1 0.95
S 2.199215 -2.175223 -1.131251 0.0 -0.1 0.0 -0.48
H -1.450260 -5.556026 -1.246465 0.0 0.0 0.0 0.44
H -0.296509 -6.921641 -2.976703 0.0 0.0 0.0 0.37
H 1.923092 -6.143773 -3.825366 0.0 0.0 0.0 0.35
H 2.902450 -4.067131 -2.956848 0.0 0.0 0.0 0.43
N 0.042911 -0.227581 -6.428580 0.0 0.0 0.0 -0.59
C 0.028753 -0.125761 -5.044097 0.0 -0.1 0.0 0.97
C -0.511325 -1.143989 -4.253159 0.0 0.2 0.0 -1.16
C -0.473411 -0.998952 -2.888244 0.0 -0.3 0.0 -0.61
N 0.089285 0.038315 -2.256316 0.0 -0.1 0.1 0.82
C 0.611669 1.006616 -3.013768 0.0 0.0 0.0 -0.06
C 0.590770 0.966710 -4.393982 0.0 0.0 0.0 -0.83
H -0.661169 -0.828726 -6.823585 0.0 0.0 0.0 0.23
H 0.136997 0.645868 -6.920299 0.0 0.0 0.0 0.23
H -0.949667 -2.032553 -4.688426 0.0 0.0 0.0 0.37
H -0.893771 -1.775632 -2.259662 0.0 0.0 0.0 0.74
H 1.059507 1.854021 -2.504947 0.0 0.0 0.0 -0.37
H 1.030095 1.789315 -4.944512 0.0 0.0 0.0 0.32



Respective gap between HOMO and LUMO values: 8.5 10.1 5.6 eV.